112
Properties=species:S:1:pos:R:3:mulliken_charge:R:1 method="wB97M-V/def2-TZVPD" e_tot_ha=-4704.547156 e_homo_ev=-2.757 total_charge=-1 relative_energy_kj_mol=0.0 orbital_gap_ev=5.09 lumo_ev=2.33 multiplicity=1
Cd -0.223 0.265 -0.659 2.768
C 2.322 -3.095 -4.165 -1.857
C 1.598 -2.992 -2.824 2.185
C 2.295 -3.854 -1.766 -1.439
C 0.125 -3.354 -2.913 0.530
C -0.222 -4.661 -3.235 -0.176
C -1.528 -5.106 -3.130 -1.516
C -2.489 -4.221 -2.660 -1.097
C -2.196 -2.896 -2.354 0.849
C -3.344 -2.039 -1.845 0.537
C -3.624 -0.801 -2.700 -1.505
C -3.216 -1.671 -0.361 -1.169
C -0.873 -2.421 -2.534 -0.835
N -0.544 -1.089 -2.326 0.707
C 0.193 -0.478 -3.355 -1.313
C 1.061 0.536 -3.159 -0.236
N 1.414 0.969 -1.880 1.033
C 2.190 2.092 -1.685 -1.426
C 1.986 3.315 -2.368 1.158
C 2.867 4.372 -2.161 -0.515
C 3.905 4.291 -1.249 -1.334
C 4.043 3.128 -0.501 -1.083
C 3.209 2.039 -0.695 0.751
C 3.406 0.760 0.095 4.097
C 4.074 0.963 1.453 -2.142
C 4.170 -0.271 -0.740 -1.544
C 0.744 3.556 -3.210 1.151
C -0.131 4.641 -2.574 -1.561
C 1.071 3.907 -4.660 -1.721
H 3.371 -2.808 -4.062 0.433
H 1.861 -2.438 -4.904 0.353
H 2.291 -4.118 -4.553 0.347
H 1.667 -1.958 -2.488 -0.884
H 2.318 -4.908 -2.054 0.331
H 1.776 -3.781 -0.807 0.268
H 3.327 -3.520 -1.623 0.394
H 0.556 -5.352 -3.544 0.316
H -1.793 -6.125 -3.385 0.340
H -3.512 -4.563 -2.540 0.341
H -4.228 -2.681 -1.921 0.531
H -2.789 -0.105 -2.662 0.042
H -4.520 -0.288 -2.337 0.403
H -3.787 -1.082 -3.743 0.369
H -2.597 -0.786 -0.213 -0.187
H -2.796 -2.496 0.220 0.333
H -4.196 -1.427 0.058 0.475
H 0.019 -0.830 -4.370 0.340
H 1.545 0.987 -4.021 0.191
H 2.709 5.300 -2.703 0.284
H 4.578 5.127 -1.100 0.379
H 4.827 3.071 0.246 0.295
H 2.414 0.336 0.274 -2.206
H 5.135 1.205 1.349 0.540
H 4.010 0.046 2.045 0.332
H 3.596 1.763 2.023 0.489
H 5.168 0.105 -0.981 0.317
H 3.638 -0.470 -1.671 0.255
H 4.282 -1.216 -0.198 0.382
H 0.156 2.640 -3.212 -0.139
H 0.373 5.611 -2.573 0.307
H -0.375 4.383 -1.543 0.350
H -1.069 4.748 -3.127 0.431
H 1.667 4.823 -4.717 0.318
H 0.157 4.067 -5.237 0.442
H 1.642 3.111 -5.141 0.355
C -5.620 2.199 0.882 -0.932
Si -4.064 3.192 1.189 -0.133
C -4.164 4.820 0.274 -1.005
C -3.909 3.523 3.029 -0.889
C -2.623 2.241 0.625 -0.174
C -1.650 1.593 0.273 -0.494
H -6.504 2.719 1.261 0.300
H -5.557 1.225 1.372 0.273
H -5.758 2.019 -0.187 0.308
H -5.013 5.415 0.622 0.286
H -4.279 4.651 -0.798 0.294
H -3.252 5.402 0.422 0.302
H -4.745 4.130 3.387 0.334
H -2.980 4.052 3.251 0.316
H -3.901 2.589 3.597 0.202
C 2.507 2.313 4.647 -0.496
C 1.629 2.704 3.645 -0.733
C 0.981 1.748 2.876 -0.248
C 1.205 0.395 3.118 0.553
C 2.087 0.003 4.117 -0.453
C 2.735 0.965 4.881 -0.656
As 0.287 -0.857 1.946 0.308
C 0.974 -2.557 2.552 -1.097
C 2.178 -3.144 2.193 -0.242
C 2.495 -4.403 2.687 -0.657
C 1.601 -5.068 3.518 -0.754
C 0.389 -4.487 3.862 -0.527
C 0.066 -3.224 3.380 0.734
C -1.190 -2.486 3.646 0.282
C -2.240 -2.931 4.441 -0.610
C -3.366 -2.136 4.598 -0.941
C -3.453 -0.902 3.963 -0.489
C -2.413 -0.449 3.162 -0.110
C -1.287 -1.243 3.015 -0.198
H 3.020 3.060 5.239 0.368
H 1.457 3.755 3.450 0.449
H 0.310 2.058 2.081 0.342
H 2.276 -1.048 4.298 0.433
H 3.427 0.658 5.656 0.383
H 2.863 -2.630 1.528 0.594
H 3.431 -4.871 2.412 0.439
H 1.847 -6.053 3.893 0.364
H -0.302 -5.024 4.500 0.394
H -2.187 -3.893 4.936 0.392
H -4.184 -2.483 5.216 0.387
H -4.342 -0.295 4.084 0.395
H -2.484 0.497 2.640 0.239